Record 1
# C20H23BrF6N6NiO2Sb

A molecular structure, C20H23BrF6N6NiO2Sb (wB97M-V/def2-TZVPD, the OMol25 dataset).

The geometry in XYZ format:
```
60
Properties=species:S:1:pos:R:3:forces:R:3:lowdin_spin:R:1
H -2.8455 3.3908 -0.3136 0.00 -0.03 0.06 0.002
C -4.6091 -1.3879 0.4910 -0.07 -0.02 -0.06 0.004
C 3.3282 -1.6703 0.4744 -0.09 0.01 0.01 0.007
O -0.6435 -0.7727 0.9920 0.14 0.25 -0.19 0.254
H 6.4284 -0.4848 0.1303 0.01 -0.01 0.00 0.000
H 4.0896 0.3365 0.1781 0.03 -0.04 0.02 0.000
C -1.8736 -4.6179 0.7163 -0.05 -0.16 -0.03 0.193
H -2.0582 3.2289 1.9964 -0.03 -0.02 -0.02 0.001
H -5.0529 -0.4031 0.5705 0.03 0.07 0.01 0.000
F -1.7844 -2.1211 -2.4058 -0.02 -0.39 0.04 0.003
C 5.6156 -1.1840 0.2672 -0.02 -0.06 0.02 0.005
N 0.9717 3.3040 -0.3260 -0.05 0.16 -0.02 0.000
Sb -1.5139 -0.4734 -3.2692 -0.23 0.41 0.69 0.002
C -1.0438 5.1054 0.4891 0.07 -0.19 0.02 0.001
Ni -2.0451 0.5053 0.4077 0.20 0.38 0.60 1.765
C 5.9087 -2.5563 0.4082 0.08 0.11 -0.01 0.006
N -0.3381 4.2664 1.4745 0.01 0.12 -0.07 0.007
F -2.1755 0.2145 -1.4121 -0.33 0.00 -0.53 0.059
H 0.7897 1.4495 0.5698 -0.06 -0.03 0.01 0.000
H 1.5426 4.9390 0.8536 0.01 0.02 0.01 0.000
C 1.0132 3.9960 0.9721 -0.10 -0.06 -0.10 0.000
C -0.0276 -3.0575 0.7976 0.00 -0.04 0.03 0.080
C 4.9233 -3.5012 0.5760 0.05 -0.15 0.01 0.000
H -4.7220 -1.7717 -0.5205 0.07 -0.03 -0.03 0.001
C 4.3227 -0.7139 0.2974 -0.04 0.09 -0.03 0.001
C -2.8341 -3.5968 0.7220 -0.02 -0.07 0.01 -0.022
H -5.0596 -2.0488 1.2260 0.04 0.00 0.06 0.001
F -1.2858 1.3549 -3.5729 0.03 0.13 -0.16 0.001
C -1.0463 3.0284 1.6391 0.06 0.08 -0.04 0.009
F 0.1213 -0.4052 -2.3260 0.39 -0.19 -0.02 0.000
H -1.8826 2.6808 -1.6311 0.04 -0.09 -0.04 0.000
C 0.2688 2.0600 -0.1743 0.09 0.20 -0.01 0.001
H 5.1628 -4.5520 0.6756 -0.05 0.04 0.01 0.000
H 6.9425 -2.8734 0.3821 -0.02 0.01 -0.01 0.000
N -1.1406 2.2769 0.3298 -0.27 -0.30 0.07 0.052
O -3.1879 -1.2187 0.7875 -0.05 0.17 0.07 0.073
H 0.2115 1.5340 -1.1275 -0.02 -0.01 0.02 0.000
H 1.5516 3.3811 1.6964 0.00 -0.01 -0.01 0.000
H 1.3768 -0.7344 0.4772 0.07 0.03 -0.02 0.000
C -1.8335 3.1946 -0.6743 0.06 0.12 0.03 0.006
N 1.9464 -1.5651 0.5613 -0.14 0.03 -0.07 0.010
F -0.9083 -1.1033 -4.8870 0.13 -0.11 -0.09 0.000
H -0.5070 6.0450 0.3780 0.01 0.02 -0.01 0.000
F -3.3274 -0.3672 -3.6456 -0.11 -0.08 -0.18 0.003
H 2.2779 -4.6612 0.8555 0.00 -0.01 0.04 0.000
C 0.2414 4.1550 -1.2904 0.01 -0.12 0.19 0.000
Br -2.4267 -6.3727 0.6206 0.03 0.02 0.01 0.137
H -2.0516 5.3174 0.8474 0.00 0.00 0.01 0.000
C -0.9823 -1.9826 0.8753 -0.09 -0.17 -0.04 0.148
H 0.1977 -5.1757 0.6762 -0.09 -0.06 -0.02 0.000
N 2.3925 -3.6657 0.7525 0.04 -0.19 -0.01 0.007
H -0.5262 2.3972 2.3637 0.01 -0.05 -0.03 0.001
C -2.3960 -2.3108 0.7963 0.06 -0.09 -0.15 0.114
H -3.8826 -3.8485 0.6579 0.03 -0.01 -0.01 -0.003
C 1.4020 -2.7708 0.7172 0.08 0.18 0.06 -0.005
C 3.6177 -3.0248 0.6044 -0.03 0.07 0.00 0.007
N -1.1157 4.4284 -0.8087 0.04 0.11 0.00 0.005
H 0.1923 3.6519 -2.2560 0.00 -0.02 0.00 0.000
H 0.7786 5.0939 -1.4042 0.00 0.02 -0.02 0.000
C -0.4886 -4.3427 0.7411 0.04 -0.02 -0.06 0.062
```
Positions in Å, forces in eV/Å.

Results
LUMO level (alpha / beta) ... -6.8 / -9.5 eV
Kohn-Sham gap (alpha / beta) ... 7.29 / 4.57 eV
Multiplicity ... 4
Charge ... +2
HOMO level (alpha / beta) ... -14.07 / -14.05 eV

***

Record 2
# C5H12N2O3

2 unconnected molecules or ions with the total composition C5H12N2O3 in a non-equilibrium geometry (wB97M-V/def2-TZVPD, the OMol25 dataset).

The geometry in XYZ format:
```
22
Properties=species:S:1:pos:R:3:forces:R:3:nbo_charge:R:1
H 0.7735 2.6094 -0.4891 -0.26 -0.61 -0.44 0.397
H 2.8202 -1.4858 0.4842 -0.45 -0.24 -0.25 0.212
C -0.7785 2.6358 -1.9121 -0.73 0.72 0.08 -0.423
H -1.4822 3.0390 -1.1646 -0.05 0.04 -0.55 0.193
N 0.2786 2.0091 -1.1534 0.61 0.72 0.61 -0.607
O -0.1140 -0.0621 -1.9481 0.64 0.88 1.21 -0.639
H 1.4590 0.4761 0.7460 0.29 0.17 -0.32 0.211
O 1.6524 -3.9869 1.4119 -1.88 1.02 0.28 -0.638
H -1.3280 1.9498 -2.5785 0.62 0.06 0.53 0.250
C 0.7334 -3.1479 1.3596 2.46 -2.50 0.81 0.520
H 2.0538 -1.9531 -1.0618 -0.15 0.40 0.40 0.220
O -4.1358 0.0715 2.6390 -0.49 1.09 -0.32 -0.941
C 0.5040 0.6932 -1.1782 0.42 -2.91 -1.38 0.661
H 2.6536 0.4977 -0.5838 -0.68 0.20 -0.03 0.238
H -0.2207 -3.1420 1.9405 0.44 -0.66 -0.16 0.114
H -0.3870 3.4729 -2.5142 -0.11 -0.34 0.22 0.201
N 0.8069 -2.0596 0.6373 -1.81 3.03 -0.65 -0.592
C 1.6575 0.1199 -0.2831 -0.23 -0.20 0.73 -0.498
H -4.8482 0.2190 1.9764 0.76 -0.13 0.72 0.472
H -0.0360 -1.4959 0.7727 0.56 -0.03 -0.51 0.387
C 1.8840 -1.4259 -0.1034 0.28 0.24 -0.56 -0.207
H -3.9464 0.9659 3.0028 -0.26 -0.96 -0.40 0.469
```
Positions in Å, forces in eV/Å.

Results
LUMO level ... 0.3 eV
Energy above the lowest of the compared OMol25 structures with the same formula, charge and spin ... 28.1 kcal per mole
Kohn-Sham gap ... 9.86 eV
HOMO level ... -9.55 eV

***

Record 3
# C4H6O

A single C4H6O molecule in a non-equilibrium geometry (wB97M-V/def2-TZVPD, the OMol25 dataset).

The geometry in XYZ format:
```
11
Properties=species:S:1:pos:R:3:forces:R:3:nbo_charge:R:1
H -1.5607 1.2891 -0.6312 1.13 2.05 0.33 0.133
O 0.0101 2.9476 -0.5259 -3.97 -6.46 1.44 -0.528
H 0.0843 -2.9051 -0.3805 -0.43 0.43 -0.52 0.209
H -1.3288 -0.7353 -0.2667 2.72 -0.47 0.10 0.185
C 0.5698 -1.9445 -0.2448 -2.77 3.69 1.13 -0.384
C -0.5517 1.7762 -0.2662 2.99 3.59 -2.11 0.427
C 0.2133 0.6592 0.4375 1.19 0.66 0.78 -0.571
C -0.1390 -0.7254 -0.0995 -1.34 -2.91 -0.12 -0.173
H -0.2012 0.7888 1.5171 0.87 -0.59 -1.38 0.256
H 1.3275 0.9168 0.4105 -1.55 -0.42 0.28 0.251
H 1.5764 -2.0673 0.0496 1.16 0.43 0.08 0.195
```
Positions in Å, forces in eV/Å.

Results
LUMO level ... 0.4 eV
Energy above the lowest of the compared OMol25 structures with the same formula, charge and spin ... 45.8 kcal per mole
Kohn-Sham gap ... 10.12 eV
HOMO level ... -9.74 eV